1.
Entry from the OMol25 dataset: the ion C3H8N3O with charge +1 at a distorted geometry (ωB97M-V with the def2-TZVPD basis set).

Geometry as XYZ:
```
15
Properties=species:S:1:pos:R:3:forces:R:3
N 0.256 1.591 0.664 -2.5 2.0 -1.5
C -0.593 1.134 -0.536 3.9 -2.4 0.7
N -0.234 -0.266 -0.801 0.7 1.0 0.5
C -0.915 -1.316 -0.100 0.6 -0.5 0.1
C 0.006 -2.062 0.553 -0.5 2.2 -1.2
O 1.273 -1.435 0.498 -0.7 -0.2 -0.4
N 1.176 -0.442 -0.536 0.1 -1.2 -1.9
H -0.268 1.628 1.481 -1.1 -1.4 2.4
H 0.505 2.563 0.667 0.8 0.8 -1.0
H 1.020 0.984 0.537 2.3 -1.4 0.6
H -1.582 1.129 -0.408 -3.8 0.8 0.8
H -0.236 1.706 -1.316 0.3 1.3 -1.8
H -1.983 -1.312 -0.342 0.5 -0.8 0.6
H 0.048 -2.985 1.063 -0.4 -0.6 0.5
H 1.528 -0.916 -1.423 -0.2 0.6 1.6
```
Forces are in eV/Å.

Properties
SMILES: [NH3+]CN1C=CON1
Energy above the lowest of the compared OMol25 structures with the same formula, charge and spin: 4.864 eV
HOMO level: -12.651 eV
Total charge: +1

Results of the Mulliken charge analysis, in e, for atoms 1 through 5: -0.1894 -0.5440 -0.0197 -0.1983 -0.3240

=====

2.
Entry from the OMol25 dataset: a cluster of 9 separate species, C38H85N7O2 in total at a distorted geometry (ωB97M-V with the def2-TZVPD basis set).

Geometry as XYZ:
```
132
Properties=species:S:1:pos:R:3:forces:R:3
C 0.193 -7.393 6.139 -0.4 0.2 -1.1
C 0.597 -6.972 4.731 0.4 2.6 0.7
N -0.442 -6.281 3.919 0.7 -0.1 1.0
C 0.161 -5.842 2.669 -0.2 -1.6 -0.6
C -0.739 -5.078 1.732 -1.5 1.4 0.3
C -1.624 -7.114 3.746 -0.3 0.8 0.8
C -1.411 -8.228 2.764 -0.3 -0.4 -0.8
H -0.174 -6.533 6.687 -0.3 0.1 0.1
H 1.036 -7.792 6.678 0.3 -0.3 0.1
H -0.585 -8.137 6.007 -0.1 -0.2 0.7
H 1.438 -6.250 4.844 -0.5 -0.2 -0.1
H 1.040 -7.759 4.198 0.5 -1.7 -0.9
H 0.580 -6.733 2.109 -0.3 0.6 0.3
H 1.026 -5.284 2.923 0.8 0.9 0.3
H -1.582 -5.643 1.342 0.2 -0.6 -0.1
H -0.205 -4.690 0.859 0.1 0.0 0.3
H -1.319 -4.233 2.228 1.2 -0.7 -0.3
H -1.873 -7.547 4.725 0.1 0.1 -0.2
H -2.464 -6.403 3.599 0.2 -0.7 -0.7
H -1.192 -7.925 1.735 -0.2 0.1 0.2
H -0.604 -8.880 3.056 0.7 0.0 0.3
H -2.234 -8.912 2.734 -0.9 -0.2 -0.1
C 0.018 -1.007 2.930 -0.2 -0.7 0.7
C 1.138 -0.308 3.669 -0.4 -0.1 0.1
N 2.403 -0.593 3.039 0.9 0.6 0.7
C 2.837 -1.971 3.098 -1.9 -1.2 1.5
C 2.754 -2.761 4.447 0.6 -0.2 -0.9
C 3.407 0.258 3.674 0.7 0.3 -0.6
C 4.699 0.354 2.849 1.0 0.4 0.2
H 0.140 -0.886 1.883 0.3 0.2 -1.1
H -0.920 -0.563 3.176 -0.8 0.4 0.3
H -0.101 -2.083 3.110 0.3 0.2 0.2
H 1.005 0.787 3.534 -0.1 -0.6 0.4
H 1.139 -0.564 4.772 -0.1 0.4 -0.9
H 2.224 -2.594 2.464 -0.2 0.1 -0.8
H 3.824 -2.048 2.776 1.5 0.0 -0.8
H 1.774 -2.706 4.899 -0.3 -0.3 0.0
H 3.057 -3.806 4.190 -0.6 0.6 0.3
H 3.466 -2.458 5.189 0.4 0.5 0.4
H 3.687 -0.125 4.664 0.1 -0.2 0.1
H 2.979 1.232 3.928 0.0 0.1 -0.5
H 5.469 0.821 3.479 -0.2 0.0 -0.1
H 4.799 0.846 1.853 -1.0 0.0 0.8
H 5.081 -0.639 2.666 0.1 -0.4 0.0
C -5.462 4.894 1.284 -1.3 -1.5 -0.9
C -4.118 4.619 1.913 -0.2 0.5 -1.4
N -3.139 4.253 0.883 0.8 0.4 -0.8
C -1.782 4.284 1.455 -0.3 -0.4 0.4
C -1.711 3.248 2.612 1.6 0.1 -0.6
C -3.213 5.016 -0.441 0.6 -1.7 1.6
C -2.338 4.349 -1.490 0.8 -0.6 0.6
H -5.864 3.992 0.731 0.6 0.5 0.8
H -5.494 5.618 0.489 0.4 0.7 0.1
H -6.243 5.149 1.983 -0.1 0.2 0.5
H -3.747 5.494 2.422 0.0 0.7 0.6
H -4.223 3.829 2.644 0.1 -0.3 0.1
H -1.077 4.047 0.685 0.3 -0.6 -0.6
H -1.395 5.290 1.778 -0.8 -0.4 0.2
H -2.228 2.309 2.330 -0.1 0.7 0.4
H -0.638 2.933 2.771 -0.9 0.5 0.0
H -2.053 3.735 3.528 -0.2 -0.6 0.0
H -2.934 6.055 -0.298 -0.3 0.4 -0.1
H -4.198 4.850 -0.809 -0.9 0.6 0.0
H -2.245 3.259 -1.226 0.1 1.0 -0.3
H -1.346 4.837 -1.543 -0.3 -0.6 -0.1
H -2.817 4.398 -2.460 0.1 0.1 -0.2
C 3.741 2.826 -2.359 -0.8 -0.6 0.0
C 3.289 4.263 -2.565 0.0 0.2 1.1
N 1.840 4.418 -2.725 0.3 0.8 1.5
C 1.489 5.808 -2.367 -1.5 0.5 -1.1
C 1.538 6.169 -0.885 0.4 0.5 -1.2
C 1.477 4.109 -4.076 -1.3 0.2 -0.3
C -0.004 3.885 -4.319 -1.4 0.3 1.6
H 3.205 2.111 -3.030 0.6 0.5 0.4
H 3.610 2.476 -1.311 -0.1 0.4 -0.8
H 4.795 2.793 -2.544 0.7 -0.3 -0.3
H 3.634 4.815 -1.668 -0.4 -0.2 -0.4
H 3.781 4.763 -3.402 0.3 -0.2 -0.3
H 2.052 6.548 -2.993 0.2 -0.5 0.4
H 0.426 6.026 -2.695 0.9 -0.6 0.3
H 0.905 5.466 -0.368 0.0 -0.2 0.6
H 2.575 6.179 -0.528 -0.5 -0.1 0.3
H 1.116 7.190 -0.830 0.2 -0.5 0.3
H 2.034 3.258 -4.403 0.4 -0.5 -0.3
H 1.680 4.961 -4.701 0.9 0.5 -0.7
H -0.559 4.847 -4.266 0.4 -0.4 -0.8
H -0.524 3.392 -3.479 0.6 -0.4 -0.1
H -0.221 3.297 -5.205 0.0 0.3 -0.3
C -1.713 -2.371 -5.261 -0.9 -1.6 1.0
C -2.576 -1.126 -5.128 1.7 0.0 1.7
C -1.659 -0.050 -5.654 1.5 -0.6 1.7
O -0.613 -0.723 -6.370 0.2 0.1 0.2
C -0.333 -1.969 -5.622 -0.7 1.8 -2.3
H -2.119 -3.118 -5.924 -0.1 0.0 -0.6
H -1.723 -2.868 -4.311 0.1 -0.5 0.7
H -2.836 -1.005 -4.051 -0.1 0.3 -1.0
H -3.410 -1.127 -5.721 -2.4 -0.5 -1.2
H -1.228 0.450 -4.785 0.3 0.2 0.1
H -2.157 0.716 -6.184 -0.3 0.6 -1.3
H 0.285 -1.747 -4.772 0.5 0.0 0.4
H 0.135 -2.619 -6.373 0.1 0.1 0.6
C -1.106 -0.839 -1.573 0.3 0.4 0.5
C -0.678 0.657 -1.747 0.5 -2.0 -0.6
C 0.670 0.490 -2.466 -0.6 2.0 -1.3
O 1.230 -0.683 -2.049 0.4 -1.8 0.9
C 0.211 -1.627 -1.629 0.2 0.1 -1.4
H -1.791 -1.142 -2.336 -0.1 -0.1 -0.9
H -1.684 -1.044 -0.676 0.3 0.2 0.5
H -0.522 1.129 -0.808 0.0 0.5 0.9
H -1.400 1.177 -2.327 -0.6 0.6 -0.4
H 1.370 1.280 -2.212 0.0 0.3 0.1
H 0.586 0.583 -3.594 -0.2 -0.5 0.9
H 0.519 -2.067 -0.690 0.1 -0.1 0.2
H 0.208 -2.406 -2.424 -0.3 0.2 0.7
C -4.802 0.861 -0.092 0.3 1.0 -0.7
C -4.571 0.750 -1.551 -1.1 -0.1 0.0
N -4.604 0.629 -2.698 0.5 0.1 0.7
H -4.318 1.758 0.286 -0.1 0.4 -0.1
H -4.296 0.081 0.403 0.4 -1.2 0.5
H -5.855 0.870 0.199 0.1 -0.1 -0.4
C 2.020 1.749 0.703 1.7 2.1 0.2
C 2.824 2.949 1.201 -1.3 -1.9 -1.5
N 3.381 3.912 1.447 0.6 0.9 0.5
H 2.508 0.873 1.090 -0.3 -0.6 0.1
H 1.959 1.781 -0.392 0.1 0.0 0.5
H 1.064 1.946 1.112 -1.2 -0.4 0.4
C 3.416 -3.285 -3.863 -0.3 -2.1 0.6
C 2.592 -4.277 -3.012 1.3 1.5 -2.1
N 2.018 -4.997 -2.336 -0.4 -0.4 0.5
H 3.254 -2.376 -3.343 0.1 1.2 0.2
H 3.148 -3.186 -4.944 -0.1 -0.4 1.1
H 4.477 -3.601 -3.755 -0.7 0.3 -0.2
```
Forces are in eV/Å.

Properties
SMILES: CCN(CC)CC.CCN(CC)CC.CCN(CC)CC.CCN(CC)CC.C1CCOC1.C1CCOC1.CC#N.CC#N.CC#N
HOMO level: -8.361 eV
Total charge: 0

Results of the Mulliken charge analysis, in e, for atoms 1 through 5: -1.3040 -0.3870 -0.0070 -0.1744 -1.4310

=====

3.
Entry from the OMol25 dataset: a cluster of 14 separate species, C44H80Cl2F24N14O2P4 in total at a distorted geometry (ωB97M-V with the def2-TZVPD basis set).

Geometry as XYZ:
```
170
Properties=species:S:1:pos:R:3:forces:R:3
C -0.604 -1.981 -3.986 0.6 1.1 0.4
C -0.181 -3.409 -3.711 -0.8 -0.6 1.0
N -1.390 -4.318 -3.781 1.0 0.6 -0.4
C -1.869 -4.896 -4.946 0.9 1.2 -0.9
C -3.001 -5.524 -4.599 -0.2 -0.9 -1.5
N -3.145 -5.402 -3.263 -1.2 -0.8 -0.3
C -2.240 -4.596 -2.787 1.7 0.0 -0.1
C -4.278 -5.956 -2.580 -1.2 1.4 2.3
H 0.265 -1.291 -3.913 -0.3 -0.6 0.0
H -1.322 -1.621 -3.242 0.1 -0.4 -0.2
H -1.064 -1.781 -4.952 0.0 -0.5 -0.2
H 0.247 -3.555 -2.701 -0.4 0.5 -0.3
H 0.617 -3.792 -4.343 -0.4 -0.1 -0.5
H -1.408 -4.667 -5.938 -0.5 -0.4 1.2
H -3.740 -6.026 -5.216 0.3 0.0 0.3
H -2.174 -4.358 -1.742 0.1 0.2 0.4
H -4.271 -7.012 -2.275 0.7 0.3 -0.4
H -5.122 -5.745 -3.221 -0.4 -0.1 0.1
H -4.356 -5.318 -1.635 -0.3 -1.1 -1.1
C 0.116 -4.079 1.513 -0.1 0.4 -1.0
C 0.511 -5.213 0.624 0.7 -1.6 1.3
N 1.897 -5.645 1.041 2.2 1.7 -0.4
C 3.079 -4.854 0.841 -0.7 -0.2 -0.1
C 4.039 -5.416 1.605 1.5 2.8 -1.7
N 3.543 -6.454 2.233 -1.0 -1.9 0.7
C 2.261 -6.580 1.898 -1.3 -0.6 0.3
C 4.323 -7.389 3.001 -0.2 0.4 1.1
H -0.017 -4.392 2.536 0.0 0.0 0.2
H -0.844 -3.727 1.092 0.6 0.1 0.5
H 0.942 -3.360 1.406 -0.7 0.3 0.2
H 0.568 -4.956 -0.407 0.1 0.2 -0.8
H -0.101 -6.102 0.783 -0.2 0.1 -0.3
H 3.246 -3.969 0.211 -1.1 -0.5 0.0
H 5.062 -5.047 1.678 -0.3 -0.5 0.2
H 1.586 -7.309 2.339 0.2 0.1 -0.2
H 3.838 -8.334 2.928 -0.2 -0.8 0.1
H 4.326 -7.055 4.061 0.4 -0.3 -0.7
H 5.302 -7.462 2.539 0.1 0.0 0.3
C 3.134 7.898 -2.757 -0.9 1.2 -0.6
C 1.746 8.591 -2.850 1.5 0.2 -0.7
N 0.825 7.918 -1.967 -1.0 0.6 0.3
C -0.233 8.383 -1.215 0.0 1.6 0.2
C -0.850 7.326 -0.630 0.6 -0.3 -0.2
N -0.112 6.209 -1.033 0.0 1.8 -0.6
C 0.814 6.619 -1.882 0.8 -1.8 -0.3
C -0.458 4.860 -0.785 -0.6 -2.0 -0.4
H 3.134 6.891 -3.132 0.0 -0.2 -0.5
H 3.328 7.850 -1.722 0.7 0.0 1.3
H 3.886 8.520 -3.255 -0.1 -0.3 0.0
H 1.387 8.550 -3.861 -0.4 -0.2 -0.5
H 1.853 9.654 -2.631 -0.2 -0.2 0.5
H -0.373 9.463 -1.132 -0.2 -0.6 0.0
H -1.731 7.255 0.008 0.5 0.0 -0.2
H 1.443 6.011 -2.536 -0.3 -0.2 0.7
H -0.943 4.491 -1.713 -0.2 0.1 0.8
H -1.117 4.851 0.094 0.4 -0.4 -0.6
H 0.409 4.181 -0.666 -0.2 0.9 0.4
C 3.419 -1.183 1.880 0.4 1.0 -0.2
C 1.994 -0.744 2.020 0.2 2.4 -0.8
N 1.881 0.526 2.840 -0.4 0.0 -0.8
C 1.638 0.508 4.195 -0.3 0.3 -0.1
C 1.575 1.804 4.574 -0.3 0.5 0.0
N 1.710 2.605 3.456 0.2 -0.4 0.7
C 1.890 1.830 2.388 0.3 -1.6 2.0
C 1.794 4.080 3.509 -0.5 -0.8 -0.9
H 4.030 -0.308 1.692 0.3 0.4 0.2
H 3.529 -1.732 0.978 -0.1 -0.9 -0.8
H 3.844 -1.708 2.704 0.1 -0.4 0.8
H 1.357 -1.486 2.430 -0.7 -0.4 0.5
H 1.629 -0.416 1.037 0.0 -0.5 0.1
H 1.339 -0.383 4.756 0.5 0.3 -0.5
H 1.366 2.224 5.540 -0.1 0.1 0.0
H 2.177 2.239 1.446 -0.1 -0.1 -0.7
H 1.622 4.406 2.489 0.1 0.2 -0.1
H 2.801 4.308 3.812 0.2 0.4 0.3
H 0.992 4.498 4.124 0.4 -0.3 0.1
C -2.182 -1.435 1.188 -0.5 0.9 -0.3
C -2.361 -1.529 -0.338 0.2 -0.8 1.2
N -1.872 -0.349 -1.055 0.1 1.1 -0.4
C -0.547 -0.064 -1.473 -0.9 -0.4 1.1
C -0.560 1.185 -2.026 -0.8 -1.3 0.5
N -1.862 1.625 -1.963 -2.1 0.1 -0.6
C -2.656 0.691 -1.359 2.6 0.2 -0.1
C -2.477 2.638 -2.906 -1.9 -0.7 2.6
H -3.000 -0.866 1.632 0.3 0.5 0.0
H -1.229 -1.009 1.496 0.0 0.1 -0.1
H -2.270 -2.395 1.642 0.0 -0.9 0.1
H -3.416 -1.723 -0.587 0.5 0.3 -0.1
H -1.811 -2.432 -0.615 0.1 0.4 -0.6
H 0.204 -0.824 -1.225 0.0 0.6 -0.4
H 0.190 1.787 -2.474 0.3 0.1 -0.2
H -3.669 0.808 -1.040 -0.3 0.0 -0.4
H -3.260 3.245 -2.329 1.1 -0.9 -0.7
H -2.978 2.087 -3.695 0.1 0.1 -0.2
H -1.724 3.276 -3.237 1.1 0.9 -0.8
C 3.765 2.452 -2.960 -0.3 1.8 1.2
C 3.162 1.718 -1.728 0.6 0.1 -0.8
N 4.187 0.902 -1.066 0.5 -1.1 -1.6
C 4.684 -0.305 -1.644 -0.5 0.7 0.1
C 5.904 -0.477 -1.104 0.5 0.0 0.8
N 6.134 0.592 -0.223 -0.5 -1.3 -1.4
C 5.114 1.415 -0.275 -0.5 -0.2 0.5
C 7.377 0.828 0.415 0.3 0.5 0.8
H 2.978 3.153 -3.360 1.0 -0.9 0.4
H 4.126 1.828 -3.767 -0.1 -0.4 0.0
H 4.626 3.102 -2.609 -0.9 -0.7 -0.4
H 2.422 1.020 -2.078 -0.6 -0.2 0.1
H 2.783 2.415 -0.980 -0.1 0.1 -0.2
H 4.116 -0.926 -2.360 0.3 0.7 0.8
H 6.650 -1.267 -1.126 -0.4 0.2 -0.3
H 4.992 2.295 0.355 -0.1 0.6 0.0
H 7.210 1.671 1.076 0.3 0.2 0.1
H 8.107 1.087 -0.352 0.3 -0.2 0.3
H 7.647 -0.025 1.036 0.3 0.0 -0.2
C -5.967 -0.797 1.229 -1.1 0.4 0.9
C -5.851 -2.311 1.238 -0.5 0.5 -1.2
N -5.543 -2.737 2.628 0.6 -0.7 -1.1
C -5.066 -4.017 2.934 -0.7 1.4 0.9
C -4.666 -3.929 4.235 0.9 -1.3 -0.6
N -4.800 -2.635 4.643 0.3 0.7 0.2
C -5.315 -1.918 3.667 -0.7 -0.5 -1.4
C -4.260 -2.003 5.823 -0.7 0.8 1.9
H -5.084 -0.341 1.664 0.1 0.3 -0.2
H -6.873 -0.427 1.776 0.8 -0.5 0.1
H -6.176 -0.372 0.275 0.4 -0.1 -1.1
H -5.081 -2.677 0.508 -0.2 0.2 1.2
H -6.791 -2.722 0.794 0.5 -0.1 1.0
H -5.040 -4.810 2.204 0.1 0.1 0.1
H -4.120 -4.686 4.792 -0.3 0.5 0.1
H -5.541 -0.860 3.658 0.2 -0.3 0.3
H -3.185 -2.117 5.926 -0.3 -0.1 -0.2
H -4.770 -2.399 6.722 0.4 0.0 -0.4
H -4.500 -0.915 5.831 0.2 -0.8 -0.4
C 4.285 6.024 0.653 -0.6 0.1 -1.2
C 3.822 4.588 0.733 0.6 -1.5 0.9
O 4.629 3.755 1.324 -1.7 1.0 -1.1
O 2.680 4.330 0.233 1.3 -0.1 0.6
H 4.202 6.249 -0.427 0.2 0.2 0.4
H 5.293 6.233 0.994 -0.1 -0.2 0.2
H 3.527 6.631 1.146 0.2 0.2 0.1
Cl 2.163 -2.337 -1.242 -0.1 -0.1 -0.1
Cl -3.074 -4.805 0.331 0.0 -0.1 0.2
P 0.916 4.305 -4.940 0.6 0.3 -1.5
F 1.283 5.370 -6.073 0.3 -0.1 -0.4
F 2.194 4.970 -4.008 -1.5 -0.6 -0.2
F -0.144 5.404 -4.394 0.1 0.0 1.0
F 0.482 3.307 -3.733 0.9 0.3 0.3
F -0.243 3.637 -5.829 0.1 0.1 -0.1
F 2.008 3.250 -5.548 -0.7 0.4 0.8
P -0.669 -3.024 5.113 0.8 0.0 -0.4
F -1.687 -3.652 6.208 -0.1 0.1 -0.3
F -1.418 -1.586 5.099 -0.1 -0.1 0.2
F 0.273 -2.512 6.297 0.2 0.0 0.5
F 0.445 -2.401 4.055 -0.6 -0.3 -0.1
F 0.153 -4.432 5.035 -0.5 0.1 0.0
F -1.653 -3.492 3.909 0.4 0.0 0.3
P -5.237 -1.554 -3.226 -0.1 -0.9 -0.2
F -5.039 0.001 -2.807 0.3 -0.2 -0.3
F -6.794 -1.355 -3.476 -0.3 0.7 -0.2
F -4.873 -1.211 -4.779 0.0 -0.1 0.9
F -5.457 -3.116 -3.580 0.3 -0.5 -0.2
F -3.668 -1.934 -2.909 0.0 0.7 -0.3
F -5.556 -1.877 -1.654 0.1 0.0 0.2
P -2.021 2.812 2.082 -0.4 -0.1 2.8
F -0.796 3.451 2.943 -0.2 0.3 0.0
F -2.351 4.265 1.457 -0.7 0.2 0.3
F -1.010 2.598 0.873 0.3 -0.8 -0.9
F -3.257 2.137 1.335 -0.2 0.0 -0.9
F -1.638 1.359 2.699 0.1 0.1 -0.1
F -3.019 3.100 3.382 0.6 0.0 -1.0
```
Forces are in eV/Å.

Properties
HOMO level: -8.385 eV
Total charge: 0

Results of the Mulliken charge analysis, in e, for atoms 1 through 5: -0.4468 -0.0157 0.3212 -0.4860 -0.4339

=====

4.
Entry from the OMol25 dataset: the ion C2H3O3S with charge -1 at a distorted geometry (ωB97M-V with the def2-TZVPD basis set).

Geometry as XYZ:
```
9
Properties=species:S:1:pos:R:3:forces:R:3
C -0.191 0.991 0.402 0.0 -2.7 -1.8
C -0.619 -0.013 -0.671 3.4 -0.5 0.5
O 0.134 0.288 -3.039 -0.6 0.4 0.0
O -2.284 -0.303 -2.790 0.3 0.4 0.1
O -1.285 0.074 0.556 0.1 0.1 0.3
S -1.183 0.624 -2.398 0.6 -1.3 0.5
H 0.777 0.643 0.733 0.0 0.4 1.0
H -0.394 2.009 0.311 -0.5 1.5 0.0
H 0.403 -0.862 -0.674 -3.4 1.8 -0.5
```
Forces are in eV/Å.

Properties
Energy above the lowest of the compared OMol25 structures with the same formula, charge and spin: 3.587 eV
HOMO level: -3.467 eV
Total charge: -1

Results of the Mulliken charge analysis, in e, for atoms 1 through 5: -0.3926 -0.0404 -0.6370 -0.6360 -0.3926